Record 1
{
  "formula": "CH5N2O",
  "method": "wB97M-V/def2-TZVPD",
  "species": ["C", "N", "N", "O", "H", "H", "H", "H", "H"],
  "xyz": [[0.129, 0.314, 1.051], [1.019, 1.141, 0.937], [-0.783, -0.630, 1.144], [-0.146, -0.016, -2.762], [1.972, 1.927, 1.249], [0.139, -0.056, -1.669], [-0.498, -1.361, 1.849], [-1.846, -0.422, 1.174], [0.013, -0.897, -2.973]],
  "mulliken_spin": [0.5014, 0.9173, 0.4185, 0.0048, 0.1002, 0.0010, 0.0506, 0.0069, -0.0006],
  "homo_energy_ev": [-12.36, -14.82],
  "multiplicity": 3,
  "orbital_gap_ev": [7.22, 4.55],
  "total_charge": 1
}


Record 2
{
  "formula": "CH5N2OS",
  "method": "wB97M-V/def2-TZVPD",
  "species": ["S", "H", "N", "C", "N", "O", "H", "H", "H", "H"],
  "xyz": [[-1.040, -2.016, -0.668], [-1.104, -2.481, -1.919], [0.895, -0.163, 1.052], [0.445, 1.055, 0.512], [-0.234, 0.921, -0.724], [0.629, 2.140, 1.038], [1.232, -0.183, 2.025], [0.617, -1.037, 0.593], [-0.715, -0.004, -0.870], [-0.726, 1.768, -1.039]],
  "mulliken_charge": [-0.8973, 0.0073, -0.2960, 0.5080, -0.3250, -0.6739, 0.2097, 0.1193, 0.1446, 0.2033],
  "homo_energy_ev": -3.51,
  "orbital_gap_ev": 7.73,
  "total_charge": -1
}


Record 3
{
  "formula": "CH5N2S",
  "method": "wB97M-V/def2-TZVPD",
  "species": ["C", "N", "N", "S", "H", "H", "H", "H", "H"],
  "xyz": [[0.282, 0.390, 0.064], [1.603, 0.193, -0.224], [-0.645, -0.471, -0.360], [-2.361, -0.273, -0.237], [0.123, 1.093, 0.849], [2.238, 0.946, 0.220], [1.853, -0.639, -0.810], [-0.395, -1.125, -1.081], [-2.698, -0.113, 1.579]],
  "mulliken_charge": [0.3121, -0.3601, -0.2926, -0.0519, 0.3126, 0.3009, 0.2645, 0.2982, 0.2161],
  "homo_energy_ev": -14.11,
  "orbital_gap_ev": 8.94,
  "total_charge": 1
}


Record 4
{
  "formula": "CH5N2Si",
  "method": "wB97M-V/def2-TZVPD",
  "species": ["C", "Si", "N", "N", "H", "H", "H", "H", "H"],
  "xyz": [[0.986, 0.735, 0.005], [-0.087, -0.868, 0.140], [-1.778, -0.205, 0.027], [-2.757, 0.434, -0.032], [2.075, 0.438, -0.087], [0.776, 1.150, -0.951], [0.822, 1.294, 0.836], [-0.123, -1.531, 1.398], [0.086, -1.448, -1.336]],
  "mulliken_charge": [-0.9305, 0.4241, 0.2419, 0.1873, 0.3166, 0.3416, 0.3451, 0.0209, 0.0530],
  "homo_energy_ev": -16.54,
  "orbital_gap_ev": 9.88,
  "total_charge": 1
}


Record 5
{
  "formula": "CH5N3",
  "method": "wB97M-V/def2-TZVPD",
  "species": ["H", "N", "N", "N", "C", "H", "H", "H", "H"],
  "xyz": [[2.872, 0.565, -0.168], [2.264, -0.201, 0.052], [1.050, 0.618, 0.045], [0.070, -0.231, 0.071], [-1.343, 0.024, 0.018], [0.195, -1.244, -0.002], [-1.813, -0.473, 0.739], [-1.422, 1.055, 0.123], [-1.874, -0.112, -0.878]],
  "mulliken_charge": [0.2220, -0.5355, -0.2353, 0.0770, -0.8279, 0.3131, 0.3224, 0.3351, 0.3291],
  "homo_energy_ev": [-8.72, -8.72],
  "orbital_gap_ev": [9.57, 9.57]
}


Record 6
{
  "formula": "CH5N3O2",
  "method": "wB97M-V/def2-TZVPD",
  "species": ["N", "N", "C", "O", "N", "O", "H", "H", "H", "H", "H"],
  "xyz": [[1.604, 0.602, 0.047], [0.262, 1.134, -0.115], [-1.001, 0.520, 0.062], [-2.099, 0.924, -0.047], [-0.774, -0.848, 0.599], [0.307, -1.782, -0.053], [1.764, 0.555, 1.104], [1.539, -0.429, -0.399], [0.362, 2.110, -0.667], [-1.704, -1.317, 0.506], [-0.261, -1.470, -1.036]],
  "mulliken_charge": [-0.6374, -0.0997, 0.4668, -0.5144, -0.3570, -0.4641, 0.2618, 0.3617, 0.2704, 0.3150, 0.3969],
  "homo_energy_ev": -9.99,
  "orbital_gap_ev": 10.19
}


Record 7
{
  "formula": "CH5N3O2",
  "method": "wB97M-V/def2-TZVPD",
  "species": ["H", "N", "N", "O", "O", "H", "C", "N", "H", "H", "H"],
  "xyz": [[-2.127, -1.255, -1.566], [-1.475, -0.705, -1.074], [-2.043, -0.038, -0.158], [-3.206, 0.065, 0.056], [-1.236, 0.521, 0.708], [-0.173, 0.432, 0.371], [2.402, 0.388, 0.622], [1.219, -0.001, 0.153], [2.248, 1.143, 1.427], [3.285, -0.095, 0.217], [1.107, -0.455, -0.756]],
  "mulliken_charge": [0.2163, -0.7583, 1.1159, -0.6492, -0.5624, 0.5365, -0.2266, -0.4190, 0.2501, 0.2656, 0.2310],
  "homo_energy_ev": -9.63,
  "orbital_gap_ev": 9.47
}


Record 8
{
  "formula": "CH5N3O3",
  "method": "wB97M-V/def2-TZVPD",
  "species": ["C", "N", "N", "N", "O", "O", "O", "H", "H", "H", "H", "H"],
  "xyz": [[0.870, 0.350, 0.744], [0.510, 0.051, -1.944], [-0.428, 0.701, 0.958], [-0.214, -0.876, -1.451], [1.009, 0.924, -1.124], [1.263, -0.807, 0.513], [0.675, 0.217, -3.150], [1.576, 1.172, 0.977], [-0.589, 1.727, 1.019], [-1.082, 0.239, 0.460], [0.626, -1.232, -0.059], [-0.575, -1.507, -2.110]],
  "mulliken_charge": [0.2158, 1.2543, -0.3897, -0.9221, -0.5871, -0.4003, -0.6516, 0.3319, 0.2626, 0.2875, 0.3953, 0.2033],
  "homo_energy_ev": -9.87,
  "orbital_gap_ev": 10.55
}